Entry 1:
The following is a DFT calculation (the ωB97M-V functional and the def2-TZVPD basis) of a molecular structure, C3H3CuO3.

```
10
Properties=species:S:1:pos:R:3:nbo_charge:R:1
O -3.413 -1.814 -0.397 -0.294
C -2.379 -2.188 -0.062 1.115
O -1.253 -2.162 0.268 -0.747
Cu 0.364 -1.334 0.697 1.348
C 0.717 0.635 0.796 -0.387
C 1.335 1.461 -0.136 0.338
H 0.765 1.034 1.819 0.273
H 2.190 2.090 0.146 0.273
O 1.063 1.533 -1.393 -0.444
H 0.611 0.744 -1.739 0.526
```

Properties
**HOMO level (spin up / spin down)**: -0.7668 / -0.8198 Ha
**Charge**: +2
**Orbital gap (spin up / spin down)**: 0.38870 / 0.30700 Ha
**⟨S²⟩**: 2.01
**2S+1**: 3



Entry 2:
The following is a DFT calculation (the ωB97M-V functional and the def2-TZVPD basis) of a molecular structure, C3H3DyO.

```
8
Properties=species:S:1:pos:R:3:mulliken_charge:R:1
C 1.599 1.620 -1.883 -0.290
C 0.529 1.081 -2.210 -0.180
H 2.253 2.371 -1.463 0.361
H -0.550 1.052 -2.284 0.353
C 2.162 -0.179 -3.419 -0.039
O 3.164 -0.764 -2.853 -0.366
Dy 3.200 -2.720 -4.297 0.793
H 2.343 0.699 -4.086 0.369
```

Properties
**HOMO level (spin up / spin down)**: -0.3327 / -0.4632 Ha
**Charge**: +1
**Orbital gap (spin up / spin down)**: 0.13525 / 0.30231 Ha
**⟨S²⟩**: 13.01
**2S+1**: 7



Please write out number 2 again, unchanged.
The following is a DFT calculation (the ωB97M-V functional and the def2-TZVPD basis) of a molecular structure, C3H3DyO.

```
8
Properties=species:S:1:pos:R:3:mulliken_charge:R:1
C 1.599 1.620 -1.883 -0.290
C 0.529 1.081 -2.210 -0.180
H 2.253 2.371 -1.463 0.361
H -0.550 1.052 -2.284 0.353
C 2.162 -0.179 -3.419 -0.039
O 3.164 -0.764 -2.853 -0.366
Dy 3.200 -2.720 -4.297 0.793
H 2.343 0.699 -4.086 0.369
```

Properties
**HOMO level (spin up / spin down)**: -0.3327 / -0.4632 Ha
**Charge**: +1
**Orbital gap (spin up / spin down)**: 0.13525 / 0.30231 Ha
**⟨S²⟩**: 13.01
**2S+1**: 7